Run P
This record from the OMol25 dataset describes a cluster of 6 separate species, H13O6 in total. The level of theory is ωB97M-V/def2-TZVPD.

The geometry in XYZ format:
```
19
Properties=species:S:1:pos:R:3
O 0.822 -0.481 -0.294
H 0.377 -1.289 -0.588
H 0.088 0.063 -0.132
H 1.276 -0.492 0.577
O -1.104 1.790 -1.951
H -1.832 1.299 -2.413
H -0.479 1.383 -2.562
O 1.484 -0.069 2.376
H 1.151 -0.889 2.789
H 1.901 0.478 3.013
O -1.629 -0.018 1.089
H -2.374 0.395 0.645
H -1.713 0.067 2.080
O 0.649 2.280 -0.110
H -0.155 2.233 -0.636
H 0.972 3.150 -0.217
O 0.527 -3.016 -1.114
H 0.182 -3.938 -0.726
H -0.141 -2.953 -1.824
```

Output
* total charge: +1
* gap between HOMO and LUMO: 11.02 eV

And the natural (NBO) charges, in e, turn out to be:
1 O -0.763
2 H 0.553
3 H 0.557
4 H 0.578
5 O -0.945
6 H 0.489
7 H 0.479
8 O -0.975
9 H 0.492
10 H 0.512
11 O -0.995
12 H 0.496
13 H 0.509
14 O -0.988
15 H 0.485
16 H 0.483
17 O -0.965
18 H 0.514
19 H 0.484

Run Q
This record from the OMol25 dataset describes a cluster of 6 separate species, H13O6 in total. The level of theory is ωB97M-V/def2-TZVPD.

The geometry in XYZ format:
```
19
Properties=species:S:1:pos:R:3
O -3.141 4.800 -0.368
H -3.974 4.500 -0.755
H -3.454 5.427 0.288
O -2.172 2.268 0.305
H -2.939 2.464 0.856
H -2.018 3.161 -0.048
O -0.439 0.208 0.863
H -1.007 0.835 0.381
H -0.408 0.376 1.806
O 0.622 -3.551 -1.026
H -0.323 -3.721 -0.933
H 1.057 -4.393 -0.853
O 4.220 -2.692 0.797
H 5.167 -2.832 0.909
H 4.166 -1.737 0.693
O 1.019 -1.073 -0.586
H 1.016 -2.075 -0.729
H 1.390 -0.521 -1.283
H 0.190 -0.643 -0.048
```

Output
* total charge: +1
* gap between HOMO and LUMO: 11.25 eV

And the natural (NBO) charges, in e, turn out to be:
1 O -0.957
2 H 0.481
3 H 0.485
4 O -0.992
5 H 0.490
6 H 0.515
7 O -0.963
8 H 0.543
9 H 0.531
10 O -0.950
11 H 0.504
12 H 0.521
13 O -0.942
14 H 0.480
15 H 0.463
16 O -0.852
17 H 0.556
18 H 0.542
19 H 0.545

Quick one: most stable of them? run Q

Run P
This record from the OMol25 dataset describes a cluster of 2 separate species, C2I2N2O2 in total. The level of theory is ωB97M-V/def2-TZVPD.

The geometry in XYZ format:
```
8
Properties=species:S:1:pos:R:3
O -2.402 0.052 1.301
N -1.775 -0.503 0.439
C -0.849 -1.087 0.006
I -0.234 -1.814 -1.806
O 2.422 -0.721 0.015
N 1.849 0.303 -0.033
C 0.985 1.059 -0.321
I 0.004 2.711 0.398
```

Output
* gap between HOMO and LUMO: 8.43 eV
* SMILES: [O-][N+]#CI.[O-][N+]#CI

And the natural (NBO) charges, in e, turn out to be:
1 O -0.369
2 N 0.142
3 C -0.065
4 I 0.295
5 O -0.359
6 N 0.164
7 C -0.113
8 I 0.305

Run Q
This record from the OMol25 dataset describes a cluster of 2 separate species, C2I2N2O2 in total. The level of theory is ωB97M-V/def2-TZVPD.

The geometry in XYZ format:
```
8
Properties=species:S:1:pos:R:3
O 1.762 -1.263 1.516
N 0.855 -1.581 0.831
C -0.058 -1.208 0.143
I -1.995 -1.864 -0.215
O 1.720 1.250 -1.113
N 0.577 1.390 -0.859
C -0.540 1.349 -0.549
I -2.320 1.927 0.247
```

Output
* gap between HOMO and LUMO (alpha / beta): 8.11 / 8.10 eV
* SMILES: [O-][N+]#CI.[O-][N+]#CI

And the natural (NBO) charges, in e, turn out to be:
1 O -0.335
2 N 0.139
3 C -0.079
4 I 0.259
5 O -0.376
6 N 0.189
7 C -0.118
8 I 0.321

Quick one: most stable of them? run P